(1)
A molecular structure, C36H52CuN4O24S5 in a non-equilibrium geometry, computed with wB97M-V/def2-TZVPD.

The geometry in XYZ format:
```
122
Properties=species:S:1:pos:R:3:mulliken_charge:R:1
Cu 16.7438 13.7274 11.5955 1.245
S 14.9449 15.7245 11.1933 1.280
O 16.1050 15.6516 12.1845 -0.716
O 13.6432 15.9331 11.8091 -0.754
O 15.1894 16.6842 10.0625 -0.614
O 14.9766 14.3024 10.5997 -0.381
O 18.5100 12.7457 11.5189 -0.160
S 19.4586 12.7630 12.6629 0.356
O 19.1481 13.5759 13.7651 -0.550
O 19.7793 11.2735 13.1017 -0.125
C 18.6523 10.3899 13.4082 1.080
C 19.2513 9.3288 14.2875 -1.439
C 21.0188 13.2254 11.8968 -0.720
H 18.2802 10.0586 12.4593 -0.143
H 17.8101 11.0212 13.8877 -0.146
H 20.2993 9.0829 14.0357 0.298
H 18.5347 8.4813 14.2185 0.370
H 19.2755 9.5834 15.3480 0.377
H 21.7579 13.1767 12.7207 0.381
H 20.8791 14.2731 11.6683 0.152
H 21.3404 12.6535 11.0534 0.239
O 20.7903 18.1156 9.3539 -0.710
S 20.3453 17.6990 10.5989 1.442
O 21.2585 16.8418 11.3202 -0.718
O 20.1524 18.9426 11.5677 -0.231
C 19.5727 20.1621 11.1612 -0.288
C 20.6940 21.1387 10.7386 -1.027
C 18.7746 17.0434 10.5652 -0.461
H 19.0612 20.4478 12.1272 0.306
H 18.8375 19.9845 10.3804 0.268
H 21.4878 20.5481 10.1912 0.254
H 21.1541 21.5347 11.6445 0.277
H 20.4399 21.9279 10.0671 0.374
H 18.8453 16.0730 9.9888 0.033
H 18.0373 17.6391 9.9512 0.261
H 18.2694 16.9419 11.5479 0.050
O 15.1949 11.9684 15.8286 -0.746
S 15.1250 12.7824 14.6547 1.177
O 15.9540 12.3208 13.5026 -0.671
O 13.6325 12.7950 14.2223 -0.471
C 13.2079 12.9246 12.8731 1.681
C 11.7156 13.0396 12.9481 -1.475
C 15.4556 14.4311 14.9954 -0.705
H 13.5467 12.2174 12.1347 -0.335
H 13.6091 13.8558 12.5024 -0.638
H 11.4338 12.2895 13.6868 0.370
H 11.2513 12.8100 11.9822 0.364
H 11.5560 14.0426 13.3660 0.312
H 16.4865 14.6656 15.2980 0.182
H 14.8033 14.7229 15.7789 0.584
H 15.2973 15.0307 14.0692 0.042
O 17.1502 13.2837 8.5646 -0.206
S 17.0016 13.9745 7.3255 1.085
O 17.9579 13.6953 6.2659 -0.735
O 15.5226 13.6424 6.7180 -0.504
C 14.4346 13.8788 7.6762 0.912
C 13.3554 14.7259 6.7814 -1.059
C 16.8552 15.7013 7.5539 -0.364
H 14.7634 14.4386 8.5369 -0.454
H 14.1319 12.8288 7.9668 0.010
H 13.8778 15.6650 6.6509 0.137
H 12.4247 14.8952 7.3718 0.179
H 13.2446 14.1469 5.9206 0.515
H 17.8791 16.0748 7.4094 0.503
H 16.4412 16.0437 8.4763 -0.369
H 16.3071 16.0519 6.6793 0.399
C 20.1675 10.3072 9.9887 -0.512
C 21.2477 9.4656 10.2824 -0.433
C 22.1531 9.1171 9.2983 -0.540
C 21.9805 9.6234 8.0388 0.450
C 20.9828 10.4875 7.6929 -0.880
C 20.0334 10.8648 8.6932 -0.617
N 22.8110 9.0917 6.9745 0.940
O 22.3956 9.1059 5.8483 -0.564
O 23.9227 8.6270 7.2822 -0.597
H 19.4912 10.5895 10.7854 0.600
H 21.3823 9.3894 11.3943 0.189
H 22.9453 8.4338 9.5197 0.445
H 20.8227 10.7563 6.7031 0.523
H 19.1988 11.5407 8.4592 0.772
C 17.8339 17.9557 14.6419 -1.031
C 18.4498 18.8918 15.4167 -0.493
C 19.5962 18.6857 16.0998 -0.592
C 20.1482 17.4183 16.0858 -0.022
C 19.5421 16.3766 15.4092 -0.335
C 18.3593 16.6641 14.7271 0.382
N 21.4526 17.2077 16.7442 1.050
O 21.7468 16.0527 16.9284 -0.613
O 22.0746 18.1934 17.0596 -0.630
H 17.0098 18.1078 13.9763 0.657
H 18.0692 19.9590 15.4301 0.259
H 20.1058 19.4471 16.6640 0.492
H 19.8530 15.3330 15.5122 0.567
H 17.8493 15.8822 14.0784 0.172
C 15.1179 9.7986 10.6987 -0.067
C 14.4456 10.8397 10.1552 -0.331
C 13.0771 10.7103 9.8559 -0.257
C 12.4637 9.5302 10.0416 -0.429
C 13.1002 8.4897 10.6656 -0.399
C 14.4542 8.5871 10.9331 -0.587
N 11.1093 9.2993 9.5421 1.073
O 10.6006 10.1349 8.8632 -0.590
O 10.6193 8.1943 9.7979 -0.643
H 16.2134 9.8412 10.9388 0.193
H 14.8657 11.8041 10.1479 0.327
H 12.6096 11.6230 9.5404 0.693
H 12.6127 7.5362 10.8993 0.435
H 14.9898 7.7149 11.2898 0.415
C 13.1123 18.2639 8.6759 -0.165
C 12.3576 18.1295 7.5074 -0.434
C 11.0834 17.6175 7.5058 -0.352
C 10.5266 17.1885 8.7229 0.266
C 11.2272 17.4746 9.9011 -0.561
C 12.5685 17.9592 9.9098 -0.670
N 9.1675 16.5582 8.6557 1.019
O 8.8353 16.0459 7.6145 -0.626
O 8.5036 16.6807 9.6442 -0.608
H 14.1546 18.6416 8.6601 0.195
H 12.7986 18.4079 6.5191 0.291
H 10.5428 17.4034 6.5884 0.349
H 10.8571 17.1537 10.8038 0.537
H 13.1032 18.0175 10.8042 0.711
```

- Frontier orbital gap: 6.90 eV
- Total charge: -1

=====

(2)
10 unconnected molecules or ions with the total composition C36H52F6N2O16 in a non-equilibrium geometry, computed with wB97M-V/def2-TZVPD.

The geometry in XYZ format:
```
112
Properties=species:S:1:pos:R:3:mulliken_charge:R:1
C 13.3755 13.9444 9.5108 -0.872
C 12.7113 12.5284 9.7604 0.440
O 13.6580 11.5921 9.2855 -0.212
C 13.2606 10.3336 9.1745 0.288
O 12.2016 9.9162 9.6199 -0.564
C 14.2320 9.4199 8.5351 0.963
F 15.5434 9.9114 8.6567 -0.179
F 14.1237 8.2233 9.0715 -0.223
F 13.9510 9.3305 7.1889 -0.274
H 13.2627 14.2309 8.4652 0.362
H 14.4363 13.8785 9.7529 0.003
H 12.9923 14.7576 10.1272 0.280
H 11.7525 12.4813 9.2441 0.466
H 12.5356 12.3889 10.8271 -0.481
C 13.2319 11.0182 13.6463 -0.790
C 14.7328 10.8335 13.1959 1.110
O 15.2967 9.5992 13.6024 -0.388
C 16.3217 9.0126 12.8391 0.463
O 16.8041 9.5050 11.8174 -0.525
C 16.8159 7.6498 13.2852 0.782
F 16.7324 6.7744 12.2917 -0.250
F 18.1169 7.7544 13.5337 -0.218
F 16.0786 7.0924 14.2987 -0.252
H 13.2664 11.7573 14.4467 0.139
H 12.9503 10.0306 14.0115 0.477
H 12.5362 11.4498 12.9267 -0.079
H 15.3192 11.5466 13.7752 -0.537
H 14.8151 11.0476 12.1303 0.005
O 11.6877 14.1593 16.4040 -0.405
C 12.3163 14.0524 17.4251 -0.060
C 13.5773 14.6705 17.8635 1.234
C 13.7520 14.3357 19.2818 -0.224
C 12.7654 13.2163 19.4646 -0.684
O 11.9030 13.2557 18.3676 -0.415
H 14.4213 14.3592 17.2481 -0.460
H 13.4591 15.7437 17.7141 -0.020
H 14.7544 14.0397 19.5911 0.306
H 13.5800 15.1001 20.0396 0.083
H 13.3874 12.3249 19.3822 0.260
H 12.2694 13.3049 20.4311 0.362
O 18.1666 11.6252 14.5894 -0.653
C 18.2645 12.8372 14.5431 0.382
C 17.1820 13.8594 14.8157 0.916
C 17.8854 15.1957 14.5336 -0.215
C 19.4104 14.8310 14.4584 -0.740
O 19.5001 13.4253 14.3545 -0.391
H 16.3442 13.6884 14.1397 -0.600
H 16.9550 13.7130 15.8717 0.206
H 17.6534 15.4528 13.5001 0.131
H 17.7225 15.9326 15.3201 0.284
H 19.8079 15.4013 13.6188 0.342
H 19.8371 15.2677 15.3613 0.288
O 15.9330 13.6442 11.5410 -0.370
C 16.9949 13.5374 10.9138 0.230
C 17.3634 12.5197 9.8364 0.470
C 18.5739 13.2391 9.2471 -0.927
C 19.1665 14.1568 10.3083 -0.448
O 17.9844 14.4618 11.0863 -0.357
H 17.5800 11.6050 10.3881 -0.001
H 16.6392 12.3875 9.0325 0.070
H 19.2841 12.4955 8.8854 0.416
H 18.3101 13.7713 8.3331 0.322
H 19.8777 13.5888 10.9080 0.313
H 19.6576 14.9896 9.8049 0.334
O 17.1718 15.2475 17.9063 -0.530
C 16.7153 16.0505 18.7728 0.543
C 16.0992 17.4251 18.5338 -0.052
C 15.2180 17.5920 19.8108 -0.629
C 15.9469 16.6945 20.8588 -0.589
O 16.6431 15.7341 20.0631 -0.414
H 16.9235 18.1256 18.6680 0.462
H 15.5880 17.5332 17.5772 -0.136
H 15.1830 18.6669 19.9880 0.464
H 14.1829 17.3462 19.5733 0.204
H 16.5964 17.4594 21.2844 0.343
H 15.3094 16.1646 21.5666 0.373
O 9.4288 19.8777 16.9286 -0.623
C 9.9642 19.1050 16.1746 0.360
C 10.5508 19.4594 14.8391 -0.356
C 11.3908 18.2724 14.5117 -0.292
C 10.7794 17.0842 15.3458 1.366
O 10.0699 17.7985 16.3760 -0.364
H 9.7144 19.6802 14.1759 0.266
H 11.1934 20.3233 15.0088 0.283
H 11.2684 17.9203 13.4875 0.283
H 12.4362 18.4609 14.7560 0.020
H 10.0852 16.5020 14.7399 -0.496
H 11.6296 16.5002 15.6981 -0.600
O 10.5132 15.3633 12.4076 -0.578
C 9.6782 14.6504 12.9960 0.453
C 9.8988 13.2133 13.4106 0.709
C 8.4904 12.7212 13.7901 -0.816
C 7.6566 14.0117 13.9598 -0.413
O 8.3547 15.0528 13.2556 -0.419
H 10.4628 12.7124 12.6238 0.093
H 10.5315 13.3196 14.2918 -0.305
H 8.1937 12.1545 12.9075 0.342
H 8.4365 11.9637 14.5720 0.384
H 6.6259 13.9654 13.6083 0.377
H 7.6504 14.3224 15.0046 0.249
C 16.5168 19.0851 14.0143 -0.490
C 17.9118 18.6118 13.8993 0.385
N 19.0436 18.2772 13.8042 -0.485
H 16.4161 20.0742 13.5676 0.422
H 16.1936 19.1933 15.0497 0.166
H 15.8608 18.4336 13.4370 0.043
C 13.4937 15.1841 13.5995 0.309
C 14.0807 16.0492 14.6461 -0.062
N 14.5171 16.7100 15.4764 -0.111
H 14.2465 14.9973 12.8337 -0.057
H 12.6775 15.7260 13.1218 0.226
H 13.1554 14.2687 14.0851 -0.222
```

- Frontier orbital gap: 10.22 eV
- Total charge: 0
- Structure (SMILES): CCOC(=O)C(F)(F)F.CCOC(=O)C(F)(F)F.O=C1CCCO1.O=C1CCCO1.O=C1CCCO1.O=C1CCCO1.O=C1CCCO1.O=C1CCCO1.CC#N.CC#N

=====

(3)
A molecular structure, C36H52N3OP2PtS in a non-equilibrium geometry, computed with wB97M-V/def2-TZVPD.

The geometry in XYZ format:
```
96
Properties=species:S:1:pos:R:3:mulliken_charge:R:1
C 0.7740 2.8463 0.0914 -0.022
C -1.2844 2.2628 -1.0068 0.030
C 0.5850 4.1904 -0.2037 -0.976
C -1.3783 3.5954 -1.4668 -0.935
C -0.4959 4.5476 -0.9997 -0.863
H 1.2702 4.9061 0.2285 0.585
H -2.2027 3.8271 -2.1326 0.565
H -0.6387 5.5788 -1.2769 0.456
N -0.1689 1.9509 -0.2369 0.752
P 2.2865 0.5977 0.6728 -0.634
P -2.3575 -0.1055 -0.0182 0.920
C 1.9963 2.3897 0.9038 -1.673
H 2.9089 2.9701 0.6931 0.676
H 1.8100 2.5583 1.9752 0.781
C -2.4482 1.4508 -0.9638 -1.415
H -3.1254 1.5017 -1.8152 0.403
C -3.1026 -1.6892 -0.8963 2.360
C -3.7129 0.7548 1.0559 1.898
C 3.2816 0.6166 -0.9574 2.238
C 3.4318 0.1327 2.1524 2.590
C -2.0472 -2.7822 -1.0883 -1.636
H -1.5877 -3.0844 -0.1394 0.199
H -2.5472 -3.6617 -1.5280 0.586
H -1.2520 -2.4675 -1.7710 0.252
C -4.2473 -2.2861 -0.0745 -1.941
H -3.9086 -2.5816 0.9266 0.174
H -5.1080 -1.6118 0.0042 0.271
H -4.6021 -3.1975 -0.5832 0.589
C -3.6062 -1.2814 -2.2782 -1.716
H -3.9975 -2.1848 -2.7680 0.549
H -4.4189 -0.5479 -2.2493 0.237
H -2.7881 -0.8933 -2.8958 0.199
C -4.0564 -0.0732 2.2911 -1.720
H -3.1762 -0.3069 2.8925 0.135
H -4.7419 0.5142 2.9114 0.529
H -4.5618 -1.0066 2.0449 0.321
C -3.1760 2.1280 1.4952 -1.650
H -2.2386 2.0540 2.0495 0.197
H -3.0109 2.7810 0.6315 0.319
H -3.9320 2.6333 2.1020 0.677
C -4.9568 0.9910 0.1901 -1.447
H -4.7484 1.1696 -0.8701 0.151
H -5.6926 0.1801 0.2363 0.372
H -5.4521 1.9106 0.5344 0.433
C 4.1418 -1.1782 1.7850 -1.754
H 4.6792 -1.5501 2.6686 0.562
H 3.4233 -1.9447 1.4706 -0.026
H 4.8864 -1.0392 0.9954 0.313
C 2.5742 -0.1111 3.4015 -1.655
H 2.0378 0.7853 3.7357 0.276
H 1.8520 -0.9215 3.2339 0.009
H 3.2315 -0.4271 4.2279 0.654
C 4.4815 1.2089 2.4659 -1.734
H 5.0416 0.8923 3.3575 0.523
H 5.2147 1.3231 1.6630 0.326
H 4.0470 2.1912 2.6804 0.294
C 2.6752 1.5779 -2.0243 -1.843
H 3.3336 1.5839 -2.9025 0.605
H 1.6829 1.2644 -2.3537 0.153
H 2.6187 2.6081 -1.6619 0.325
C 3.2962 -0.8242 -1.4971 -1.258
H 2.3012 -1.1629 -1.7841 -0.083
H 3.9345 -0.8743 -2.3925 0.513
H 3.6769 -1.5350 -0.7556 0.215
C 4.7449 1.0561 -0.7621 -1.770
H 4.8356 2.0524 -0.3105 0.317
H 5.3355 0.3369 -0.1834 0.380
H 5.2265 1.1149 -1.7539 0.523
Pt -0.0669 -0.0876 0.6388 0.529
C -0.4633 0.3137 2.4324 0.895
O -0.7138 0.5291 3.5524 -0.632
N 0.2962 -0.5679 -1.4650 0.361
C -0.0217 -0.4602 -2.6028 0.040
C -0.4075 -0.1257 -3.9173 0.231
C 0.2826 -1.0011 -4.7633 -0.772
C -1.2019 0.9306 -4.4681 0.404
C 0.2590 -0.8303 -6.1262 -0.888
H 0.8391 -1.8150 -4.2924 0.403
C -1.2620 1.0405 -5.8620 -0.932
H -1.7444 1.6230 -3.8208 0.378
C -0.5160 0.1874 -6.6863 -0.361
H 0.8403 -1.5224 -6.7234 0.400
H -1.8959 1.7951 -6.3291 0.429
H -0.5517 0.3087 -7.7719 0.409
S 0.8745 -2.6800 0.9199 -0.251
C 0.7535 -3.0477 2.5883 -0.196
N 1.8561 -3.5700 3.2398 0.097
C 1.9342 -3.6259 4.6091 -0.413
C 0.8458 -3.2538 5.3623 -0.541
C -0.3400 -2.8552 4.7292 -0.393
C -0.3922 -2.7898 3.3401 -0.108
H 2.6626 -3.8265 2.6718 0.403
H 2.8826 -3.9743 5.0202 0.418
H 0.9100 -3.2875 6.4504 0.417
H -1.2176 -2.5949 5.3166 0.436
H -1.2884 -2.5177 2.7908 0.557
```

- Spin multiplicity: 3
- <S²>: 2.014
- Frontier orbital gap (alpha / beta): 5.23 / 5.32 eV
- Energy above the lowest of the compared OMol25 structures with the same formula, charge and spin: 83.2 kJ/mol
- Total charge: +1

=====

(4)
8 unconnected molecules or ions with the total composition C36H52N4O4 in a non-equilibrium geometry, computed with wB97M-V/def2-TZVPD.

The geometry in XYZ format:
```
96
Properties=species:S:1:pos:R:3:mulliken_charge:R:1
C 0.8225 -11.7133 18.4055 -0.667
C 0.3273 -10.4668 18.7747 -0.554
C -0.0255 -10.2901 20.1047 -0.857
N 0.0043 -11.2817 20.9948 -0.532
C 0.4046 -12.4835 20.5992 -0.858
C 0.7652 -12.7678 19.2904 -0.013
H 1.1896 -11.8076 17.3878 0.851
H 0.4231 -9.6368 18.0876 0.488
H -0.3611 -9.3319 20.4855 0.861
H 0.3486 -13.2608 21.3541 0.628
H 1.1028 -13.7624 19.0264 0.539
C 5.9263 -8.0531 19.3048 -0.261
C 5.6143 -8.7690 20.4477 -0.867
C 4.2836 -9.1664 20.6315 -0.201
N 3.3088 -8.8417 19.7982 0.240
C 3.6235 -8.1806 18.6859 -0.181
C 4.9119 -7.7627 18.4013 -0.950
H 6.9422 -7.7220 19.1236 0.421
H 6.3330 -8.9907 21.2245 0.470
H 4.0483 -9.5690 21.6143 0.376
H 2.8236 -8.0136 17.9710 0.497
H 5.1510 -7.1634 17.5314 0.475
C 1.3939 -4.9051 19.6191 -0.517
C 1.8348 -5.7916 20.5820 -0.558
C 0.9459 -6.7117 21.1262 0.490
N -0.2907 -6.8858 20.6903 -0.443
C -0.7198 -6.0172 19.7778 -0.361
C 0.0872 -5.0737 19.1634 -0.380
H 2.0485 -4.1307 19.2425 0.419
H 2.8454 -5.7399 20.9686 0.448
H 1.4056 -7.4321 21.7973 0.170
H -1.7588 -6.1065 19.4764 0.370
H -0.3133 -4.4731 18.3565 0.389
C 0.6288 -8.2328 25.5000 -0.357
C 1.9140 -7.7244 25.6139 -0.471
C 2.8662 -8.1558 24.6978 -0.259
N 2.6180 -9.0014 23.7203 -0.292
C 1.3526 -9.4041 23.5507 -0.601
C 0.3271 -9.0523 24.4129 -0.547
H -0.2121 -7.8760 26.0830 0.350
H 2.1743 -6.9702 26.3442 0.388
H 3.8612 -7.7211 24.7327 0.371
H 1.2066 -9.9780 22.6419 0.946
H -0.7114 -9.2685 24.2042 0.410
C -2.1671 -13.3163 16.7258 -0.013
C -1.4737 -14.6762 16.6347 -0.521
C -1.7426 -15.2583 18.0122 0.326
O -3.0361 -14.8273 18.3544 -0.468
C -3.1947 -13.4906 17.8739 -0.562
H -2.6650 -12.9623 15.8251 0.403
H -1.4467 -12.5544 17.0244 -0.303
H -0.4049 -14.5595 16.4456 0.217
H -1.8916 -15.3322 15.8725 0.359
H -0.9863 -15.0566 18.7874 -0.232
H -1.7127 -16.3559 18.0201 0.217
H -3.0184 -12.7634 18.6707 0.267
H -4.2206 -13.4246 17.5133 0.321
C -2.4410 -17.7561 21.8195 -0.697
C -2.7467 -16.2806 22.0773 -0.394
C -1.3197 -15.7821 22.3513 -0.383
O -0.5385 -16.4403 21.3372 -0.193
C -1.0851 -17.7096 21.0903 -0.367
H -3.1862 -18.3165 21.2590 0.308
H -2.3149 -18.1979 22.8103 0.302
H -3.4089 -16.1527 22.9325 0.369
H -3.1239 -15.6876 21.2428 0.164
H -0.9767 -16.0853 23.3481 0.281
H -1.1497 -14.7216 22.1893 0.094
H -0.4516 -18.5455 21.4171 0.283
H -1.2080 -17.8718 20.0139 0.278
C 2.9696 -16.7580 17.5220 -0.566
C 1.8212 -17.1058 18.4642 0.456
C 2.5856 -17.5888 19.6962 -0.478
O 3.6691 -16.6972 19.8108 -0.488
C 4.1216 -16.4107 18.4977 -0.187
H 2.7440 -15.8939 16.8969 0.148
H 3.2762 -17.5933 16.8966 0.379
H 1.2448 -17.9701 18.1343 0.460
H 1.2622 -16.2140 18.7382 -0.560
H 2.8891 -18.6499 19.5989 0.288
H 2.0225 -17.6475 20.6308 0.225
H 5.0091 -17.0344 18.3264 0.325
H 4.4679 -15.3783 18.4541 0.057
C 5.3217 -12.3613 16.7841 -0.582
C 5.1980 -11.1667 15.8031 -0.424
C 3.6929 -11.1599 15.4497 -0.304
O 3.1254 -12.3326 15.9977 -0.431
C 3.8801 -12.6166 17.1867 0.903
H 5.9751 -12.1051 17.6213 0.402
H 5.7758 -13.2376 16.3226 0.313
H 5.8314 -11.3492 14.9365 0.295
H 5.4749 -10.2309 16.2761 0.123
H 3.5019 -11.1086 14.3788 0.370
H 3.2515 -10.2482 15.8818 0.107
H 3.6802 -13.6706 17.3723 -0.798
H 3.5399 -11.9889 18.0155 0.044
```

- Frontier orbital gap: 9.88 eV
- Energy above the lowest of the compared OMol25 structures with the same formula, charge and spin: 0.0 kJ/mol
- Total charge: 0
- Structure (SMILES): c1ccncc1.c1ccncc1.c1ccncc1.c1ccncc1.C1CCOC1.C1CCOC1.C1CCOC1.C1CCOC1